(1)
Below is an isolated ion of composition C7H13N2O and charge +1 in a non-equilibrium geometry, with properties calculated with wB97M-V/def2-TZVPD.

Values from the calculation:
Highest occupied orbital energy (eV): -13.60
Energy above the lowest of the compared OMol25 structures with the same formula, charge and spin (kcal per mole): 40.45
DFT total energy (eV): -12490.2837
LUMO level (eV): -3.3
Total charge: +1
Frontier orbital gap (hartree): 0.378
SMILES string: CC(=O)[C@@H]1[C@@H](C)[NH+]=CN1C

Cartesian coordinates (Å):
1 C -1.050 2.497 -0.599
2 C -0.476 1.135 -0.902
3 O -0.105 0.822 -2.021
4 C -0.457 0.016 0.162
5 C 0.938 0.269 0.896
6 C 0.931 -0.201 2.345
7 N 1.792 -0.643 0.139
8 C 1.111 -1.450 -0.584
9 N -0.223 -1.300 -0.487
10 C -1.292 -1.857 -1.335
11 H -0.950 2.706 0.475
12 H -2.111 2.444 -0.907
13 H -0.520 3.179 -1.292
14 H -1.251 0.080 0.856
15 H 1.366 1.211 0.981
16 H 1.750 0.222 2.862
17 H 0.730 -1.210 2.586
18 H 0.098 0.523 2.789
19 H 2.765 -0.389 0.110
20 H 1.508 -2.055 -1.303
21 H -2.210 -2.041 -0.860
22 H -1.409 -1.155 -2.086
23 H -0.934 -2.803 -1.826

=====

(2)
Below is an isolated ion of composition C7H13N2O and charge +1 in a non-equilibrium geometry, with properties calculated with wB97M-V/def2-TZVPD.

Values from the calculation:
Highest occupied orbital energy (alpha / beta) (eV): -12.42 / -13.02
Energy above the lowest of the compared OMol25 structures with the same formula, charge and spin (kcal per mole): 195.37
DFT total energy (eV): -12483.5657
LUMO level (alpha / beta) (eV): -5.4 / -5.5
Total charge: +1
Frontier orbital gap (alpha / beta) (hartree): 0.257 / 0.277

Cartesian coordinates (Å):
1 C -1.950 1.049 -0.275
2 C -0.910 1.972 -0.264
3 C 0.602 0.252 0.050
4 C 3.191 0.521 -0.314
5 C 1.875 -1.807 -0.511
6 C -3.624 -0.956 0.875
7 C 1.963 -0.344 0.117
8 N -1.804 -0.251 -0.328
9 N 0.354 1.523 -0.218
10 O -2.562 -1.240 0.008
11 H -2.972 1.509 -0.276
12 H -1.086 2.961 -0.086
13 H 4.089 0.077 0.063
14 H 3.129 1.438 0.185
15 H 3.303 0.612 -1.330
16 H 1.142 -2.362 0.009
17 H 2.818 -2.241 -0.597
18 H 1.508 -1.769 -1.482
19 H -3.716 0.124 1.059
20 H -3.848 -1.613 1.666
21 H -4.521 -1.176 0.291
22 H 1.880 -0.403 1.338
23 H 1.139 2.123 0.021

=====

(3)
Below is an isolated ion of composition C7H13N2O and charge +1 in a non-equilibrium geometry, with properties calculated with wB97M-V/def2-TZVPD.

Values from the calculation:
Highest occupied orbital energy (eV): -14.94
Energy above the lowest of the compared OMol25 structures with the same formula, charge and spin (kcal per mole): 73.63
DFT total energy (eV): -12488.8448
LUMO level (eV): -3.6
Total charge: +1
Frontier orbital gap (hartree): 0.415
SMILES string: CC1=N[N+](C)(C)C(=O)[C@@H]1C

Cartesian coordinates (Å):
1 C 0.847 2.452 0.569
2 C 0.302 1.127 0.155
3 N -0.876 0.751 0.498
4 N -1.096 -0.571 -0.044
5 C -1.530 -1.524 1.014
6 C -2.158 -0.333 -1.106
7 C 0.270 -1.024 -0.745
8 O 0.281 -2.058 -1.289
9 C 1.168 0.108 -0.586
10 C 2.365 -0.350 0.156
11 H 0.022 3.088 0.648
12 H 1.682 2.910 -0.208
13 H 1.279 2.374 1.588
14 H -2.558 -1.255 1.431
15 H -1.561 -2.398 0.428
16 H -0.896 -1.553 1.960
17 H -2.734 0.600 -0.775
18 H -1.627 -0.214 -2.134
19 H -2.833 -1.213 -1.146
20 H 1.584 0.345 -1.500
21 H 2.207 -0.682 1.238
22 H 2.975 0.582 0.207
23 H 2.886 -1.160 -0.359

=====

(4)
Below is an isolated ion of composition C7H13N2O2 and charge +1 in a non-equilibrium geometry, with properties calculated with wB97M-V/def2-TZVPD.

Values from the calculation:
Highest occupied orbital energy (eV): -14.50
Energy above the lowest of the compared OMol25 structures with the same formula, charge and spin (kcal per mole): 15.19
DFT total energy (eV): -14537.9328
LUMO level (eV): -3.0
Total charge: +1
Frontier orbital gap (hartree): 0.421
SMILES string: C[N+](C)=C1NC(=O)C(C)(C)O1

Cartesian coordinates (Å):
1 C -2.606 0.988 -0.072
2 N -1.890 -0.335 0.003
3 C -2.682 -1.575 0.052
4 C -0.607 -0.312 0.064
5 N 0.218 -1.421 0.195
6 C 1.541 -1.043 0.029
7 O 2.470 -1.726 -0.110
8 C 1.551 0.463 -0.028
9 C 2.028 1.071 -1.381
10 C 2.419 0.837 1.239
11 O 0.134 0.785 0.078
12 H -2.386 1.575 0.705
13 H -2.414 1.611 -0.957
14 H -3.675 0.970 0.070
15 H -2.397 -2.174 -0.756
16 H -2.341 -2.149 0.868
17 H -3.785 -1.379 0.021
18 H -0.099 -2.451 0.137
19 H 1.647 2.014 -1.473
20 H 1.781 0.467 -2.255
21 H 3.048 1.150 -1.345
22 H 2.304 0.087 1.969
23 H 2.250 1.793 1.844
24 H 3.491 0.753 1.106

=====

(5)
Below is C7H13N2S as an isolated structure in a non-equilibrium geometry, with properties calculated with wB97M-V/def2-TZVPD.

Values from the calculation:
Highest occupied orbital energy (eV): -13.38
Energy above the lowest of the compared OMol25 structures with the same formula, charge and spin (kcal per mole): 73.25
DFT total energy (eV): -21276.4714
LUMO level (eV): -2.7
Total charge: +1
Frontier orbital gap (hartree): 0.391

Cartesian coordinates (Å):
1 C 2.722 0.761 0.274
2 C 1.915 0.410 1.197
3 C 2.453 -0.085 -0.909
4 C -2.336 -0.938 0.101
5 C -2.414 0.114 -1.033
6 C 0.767 -0.347 0.707
7 C -0.641 0.559 0.846
8 N -1.766 -0.241 1.258
9 N 1.038 -0.562 -0.690
10 S -0.973 1.258 -0.797
11 H 3.632 1.468 0.258
12 H 1.899 0.873 2.269
13 H 2.423 0.348 -1.852
14 H 3.128 -0.857 -0.867
15 H -3.360 -1.331 0.130
16 H -1.540 -1.566 -0.227
17 H -2.494 -0.177 -2.013
18 H -3.208 0.751 -0.733
19 H 0.612 -1.276 1.265
20 H -0.403 1.287 1.601
21 H -2.428 0.456 1.644
22 H 0.357 0.413 -1.175
23 H 0.616 -1.320 -1.253

=====

(6)
Below is an isolated ion of composition C7H13N3 and charge +2 in a non-equilibrium geometry, with properties calculated with wB97M-V/def2-TZVPD.

Values from the calculation:
Highest occupied orbital energy (eV): -20.19
Energy above the lowest of the compared OMol25 structures with the same formula, charge and spin (kcal per mole): 52.97
DFT total energy (eV): -11921.0915
LUMO level (eV): -11.3
Total charge: +2
Frontier orbital gap (hartree): 0.327
SMILES string: C[C@H]1N=[N+]2CCCCC2=[NH+]1

Cartesian coordinates (Å):
1 C -3.213 -0.068 -0.674
2 C -2.189 -0.060 0.472
3 N -1.236 -1.222 0.318
4 N -0.092 -0.759 0.177
5 C 1.063 -1.557 -0.072
6 C 2.347 -0.820 0.293
7 C 2.370 0.564 -0.340
8 C 1.187 1.413 0.149
9 C -0.044 0.656 0.274
10 N -1.275 1.046 0.480
11 H -2.710 0.025 -1.636
12 H -3.915 0.752 -0.543
13 H -3.765 -1.005 -0.652
14 H -2.739 -0.201 1.415
15 H 1.077 -1.804 -1.146
16 H 0.949 -2.516 0.448
17 H 3.192 -1.404 -0.071
18 H 2.449 -0.746 1.377
19 H 2.344 0.489 -1.430
20 H 3.301 1.068 -0.081
21 H 1.041 2.294 -0.489
22 H 1.436 1.842 1.135
23 H -1.575 2.012 0.595

=====

(7)
Below is the molecule C7H13N3O2 in a non-equilibrium geometry, with properties calculated with wB97M-V/def2-TZVPD.

Values from the calculation:
Highest occupied orbital energy (alpha / beta) (eV): -6.04 / -7.84
Energy above the lowest of the compared OMol25 structures with the same formula, charge and spin (kcal per mole): 132.15
DFT total energy (eV): -16029.7644
LUMO level (alpha / beta) (eV): -1.0 / 0.1
Frontier orbital gap (alpha / beta) (hartree): 0.185 / 0.291

Cartesian coordinates (Å):
1 C 2.100 1.082 -0.012
2 C 3.313 -1.003 0.274
3 C -1.772 0.945 1.674
4 C -1.641 0.696 -0.920
5 C -1.942 -1.374 0.504
6 C 1.933 -0.813 -1.686
7 C -1.303 0.065 0.439
8 N 0.864 0.901 0.464
9 N 2.635 -0.315 -0.512
10 N 0.135 -0.218 0.440
11 O 2.858 2.035 0.041
12 O 4.113 -1.281 1.069
13 H -1.667 1.939 1.369
14 H -2.768 0.631 1.851
15 H -1.158 0.594 2.386
16 H -2.683 1.038 -0.875
17 H -1.750 0.015 -1.716
18 H -0.784 1.409 -1.001
19 H -1.473 -2.032 -0.287
20 H -1.604 -1.907 1.383
21 H -3.081 -1.350 0.417
22 H 0.800 -0.958 -1.442
23 H 1.977 -0.062 -2.596
24 H 2.392 -1.809 -2.027
25 H 0.504 1.774 0.764

=====

(8)
Below is an isolated ion of composition C7H13N3O3P and charge +1 in a non-equilibrium geometry, with properties calculated with wB97M-V/def2-TZVPD.

Values from the calculation:
Highest occupied orbital energy (eV): -13.24
Energy above the lowest of the compared OMol25 structures with the same formula, charge and spin (kcal per mole): 0.00
DFT total energy (eV): -27362.7259
LUMO level (eV): -5.5
Total charge: +1
Frontier orbital gap (hartree): 0.284
SMILES string: CPN(C=O)/C(C=O)=[NH+]\C(=O)N(C)C

Cartesian coordinates (Å):
1 C 3.214 -1.674 -1.079
2 P 3.514 -0.407 0.248
3 N 1.829 0.008 0.691
4 C 0.937 -0.944 1.338
5 O -0.185 -0.691 1.602
6 C 1.362 1.305 0.238
7 C 2.454 2.373 -0.116
8 O 2.095 3.186 -0.897
9 N 0.126 1.568 -0.117
10 C -0.788 0.547 -0.464
11 O -0.283 -0.253 -1.242
12 N -2.086 0.676 -0.075
13 C -3.062 -0.346 -0.562
14 C -2.510 1.543 0.910
15 H 2.598 -1.259 -1.920
16 H 2.637 -2.413 -0.636
17 H 4.249 -1.806 -1.345
18 H 3.689 -1.263 1.344
19 H 1.437 -1.869 1.625
20 H 3.354 2.242 0.427
21 H -0.017 2.495 -0.544
22 H -3.526 0.042 -1.532
23 H -2.392 -1.186 -0.611
24 H -3.873 -0.623 0.172
25 H -2.601 1.067 1.957
26 H -1.786 2.344 0.903
27 H -3.560 2.111 0.576

=====

(9)
Below is the molecule C7H13N3O4 in a non-equilibrium geometry, with properties calculated with wB97M-V/def2-TZVPD.

Values from the calculation:
Highest occupied orbital energy (eV): -9.39
Energy above the lowest of the compared OMol25 structures with the same formula, charge and spin (kcal per mole): 69.23
DFT total energy (eV): -20129.1382
LUMO level (eV): 0.6
Frontier orbital gap (hartree): 0.367
SMILES string: NC(=O)CC[C@H](N)C(=O)NCC(=O)O

Cartesian coordinates (Å):
1 N 3.100 -2.088 -0.042
2 C 1.935 -1.275 -0.140
3 O 0.808 -1.759 -0.110
4 C 2.297 0.110 -0.525
5 C 1.159 0.967 -1.013
6 C 0.413 1.631 0.129
7 N 0.623 0.952 1.385
8 C -1.129 1.989 -0.108
9 O -1.603 3.071 0.218
10 N -1.879 0.891 -0.506
11 C -1.803 -0.444 -0.268
12 C -3.118 -1.305 -0.129
13 O -4.136 -1.097 -0.779
14 O -3.100 -2.223 0.819
15 H 3.847 -1.480 0.248
16 H 2.885 -2.724 0.694
17 H 3.059 0.100 -1.419
18 H 2.826 0.462 0.314
19 H 0.407 0.393 -1.426
20 H 1.489 1.822 -1.558
21 H 0.731 2.680 0.471
22 H 0.785 1.644 2.135
23 H -0.085 0.385 1.872
24 H -2.826 1.276 -0.628
25 H -1.309 -0.697 0.731
26 H -1.313 -0.994 -1.155
27 H -4.063 -2.289 0.789

=====

(10)
Below is an isolated ion of composition C7H13N4 and charge +1 in a non-equilibrium geometry, with properties calculated with wB97M-V/def2-TZVPD.

Values from the calculation:
Highest occupied orbital energy (alpha / beta) (eV): -12.85 / -12.85
Energy above the lowest of the compared OMol25 structures with the same formula, charge and spin (kcal per mole): 110.55
DFT total energy (eV): -13419.8991
LUMO level (alpha / beta) (eV): -3.5 / -3.5
Total charge: +1
Frontier orbital gap (alpha / beta) (hartree): 0.345 / 0.345
SMILES string: CC1=N[N@+]2(C)CN(C)N=C2C1

Cartesian coordinates (Å):
1 C 1.438 -1.093 2.997
2 C 0.733 -0.798 1.689
3 N 1.359 -0.518 0.592
4 N 0.352 -0.193 -0.366
5 C 0.358 -1.292 -1.402
6 C 0.486 1.143 -0.941
7 N -0.941 1.528 -1.156
8 C -1.386 1.817 -2.479
9 N -1.630 0.993 -0.129
10 C -1.015 -0.008 0.399
11 C -0.731 -0.531 1.763
12 H 0.925 -1.950 3.454
13 H 1.335 -0.275 3.720
14 H 2.391 -1.407 2.752
15 H 1.087 -1.196 -2.138
16 H 0.460 -2.214 -0.890
17 H -0.451 -1.306 -1.972
18 H 0.971 1.041 -1.830
19 H 0.935 1.808 -0.135
20 H -2.408 2.233 -2.626
21 H -0.693 2.477 -2.917
22 H -1.351 0.914 -2.989
23 H -1.288 -1.438 2.019
24 H -0.935 0.265 2.585

=====

(11)
Below is an isolated ion of composition C7H13N4O and charge +1 in a non-equilibrium geometry, with properties calculated with wB97M-V/def2-TZVPD.

Values from the calculation:
Highest occupied orbital energy (eV): -12.87
Energy above the lowest of the compared OMol25 structures with the same formula, charge and spin (kcal per mole): 57.64
DFT total energy (eV): -15468.1433
LUMO level (eV): -4.5
Total charge: +1
Frontier orbital gap (hartree): 0.309
SMILES string: C=[N+]=C1CNCCNC(=O)NC1

Cartesian coordinates (Å):
1 C -2.086 -2.382 0.715
2 N -1.717 -1.511 -0.097
3 C -1.441 -0.392 -0.579
4 C -0.629 -0.160 -1.799
5 N 0.637 0.546 -1.430
6 C 1.880 -0.079 -0.826
7 C 2.413 0.805 0.252
8 N 1.413 1.170 1.298
9 C 0.366 0.284 1.512
10 O 0.513 -0.935 1.436
11 N -0.974 0.846 1.577
12 C -1.606 0.847 0.288
13 H -1.441 -2.664 1.514
14 H -2.954 -2.998 0.803
15 H -0.428 -0.968 -2.475
16 H -1.329 0.492 -2.411
17 H 0.809 1.297 -2.193
18 H 2.653 -0.105 -1.522
19 H 1.664 -1.008 -0.300
20 H 3.188 0.187 0.681
21 H 2.790 1.805 -0.245
22 H 1.239 2.224 1.367
23 H -1.334 0.281 2.365
24 H -0.951 1.511 -0.376
25 H -2.675 0.908 0.445

=====

(12)
Below is an isolated ion of composition C7H13N4OS and charge +1 in a non-equilibrium geometry, with properties calculated with wB97M-V/def2-TZVPD.

Values from the calculation:
Highest occupied orbital energy (alpha / beta) (eV): -12.45 / -13.17
Energy above the lowest of the compared OMol25 structures with the same formula, charge and spin (kcal per mole): 97.62
DFT total energy (eV): -26299.1661
LUMO level (alpha / beta) (eV): -6.4 / -4.2
Total charge: +1
Frontier orbital gap (alpha / beta) (hartree): 0.224 / 0.329
SMILES string: C=CCSN1C=NC[N+](=O)[C@@H]1NC

Cartesian coordinates (Å):
1 C -2.168 1.333 -1.805
2 C -1.635 2.249 -1.048
3 C -1.843 1.998 0.488
4 S -0.289 1.602 1.234
5 N -0.060 0.060 0.770
6 C -1.111 -1.190 0.599
7 N -0.817 -1.931 -0.328
8 C -0.012 -1.614 -1.414
9 N 0.932 -0.536 -1.149
10 O 1.156 0.312 -1.994
11 C 1.245 -0.272 0.238
12 N 1.732 -1.334 0.999
13 C 2.748 -0.943 1.950
14 H -1.867 1.428 -2.864
15 H -2.666 0.418 -1.409
16 H -1.337 3.267 -1.457
17 H -2.622 1.165 0.607
18 H -2.291 2.918 0.959
19 H -1.816 -1.103 1.391
20 H 0.468 -2.598 -1.711
21 H -0.804 -1.057 -2.080
22 H 1.913 0.596 0.420
23 H 2.007 -2.216 0.578
24 H 3.342 -1.741 2.519
25 H 3.449 -0.300 1.586
26 H 2.346 -0.513 2.923